C21H36Cl3IrN2O4Si as an isolated structure. Source: the Open Molecules 2025 dataset; level of theory: ωB97M-V/def2-TZVPD.

Output
HOMO energy (spin up / spin down)	-5.428 / -8.846	eV
relative energy (zero: lowest compared OMol25 entry of this formula, charge and spin)	11.5	kcal per mole
2S+1	5
gap between HOMO and LUMO (spin up / spin down)	5.7 / 7.2	eV

Last column: natural (NBO) charge in e.
Geometry (Å):
Ir (1.68, 1.18, 2.52)  0.954
Cl (0.67, 1.22, 0.61)  -0.280
Cl (3.70, 1.78, 1.63)  -0.487
Cl (2.38, -1.11, 2.30)  -0.602
Si (1.03, -1.40, -2.31)  1.941
O (-0.36, -0.62, -2.07)  -0.927
O (2.05, 0.92, 4.49)  -0.660
O (0.19, 3.79, 2.26)  -0.446
O (-0.33, 0.42, 3.19)  -0.700
N (-1.73, -1.05, 2.07)  -0.398
N (4.23, 0.63, 5.04)  -0.381
C (-3.26, 1.63, -0.15)  -0.218
C (2.57, -0.66, -1.51)  -1.159
C (0.84, 2.84, 2.36)  0.629
C (-1.46, 0.02, 2.84)  0.569
C (3.23, 1.38, 4.62)  0.543
C (-1.96, -0.06, -3.80)  0.067
C (-2.27, 3.63, -0.96)  -0.212
C (-1.46, 2.88, -1.82)  -0.227
C (0.93, -3.03, -1.48)  -1.164
C (-3.25, 3.01, -0.17)  -0.227
C (-0.95, 0.49, -2.84)  0.014
C (-1.56, 1.47, -1.83)  0.074
C (5.59, 0.94, 4.61)  -0.417
C (-2.36, 0.89, -0.88)  -0.230
C (-3.07, -0.64, -3.30)  -0.154
C (-0.78, -2.13, 1.93)  -0.430
C (1.23, -1.38, -4.15)  -1.153
C (-3.13, -1.32, 1.80)  -0.396
C (-4.29, -0.69, -4.12)  -0.668
C (-1.52, -0.21, -5.23)  -0.679
C (3.98, -0.69, 5.64)  -0.422
H (-3.67, -0.42, 2.11)  0.207
H (-2.17, 4.72, -0.95)  0.214
H (1.44, -3.69, -2.19)  0.237
H (-4.31, -1.66, -4.63)  0.228
H (-5.25, -0.55, -3.62)  0.220
H (2.75, -0.95, -0.47)  0.262
H (-2.34, -0.19, -0.79)  0.211
H (-0.09, -3.37, -1.31)  0.236
H (-4.20, 0.14, -4.84)  0.211
H (3.32, -1.30, 5.00)  0.255
H (0.02, -2.04, 2.67)  0.255
H (3.50, -0.55, 6.62)  0.211
H (-1.66, -1.25, -5.56)  0.215
H (-0.17, 1.10, -3.35)  0.188
H (-0.76, 3.41, -2.50)  0.214
H (3.39, -1.10, -2.10)  0.222
H (-2.35, 0.60, 3.15)  0.129
H (1.07, -0.31, -4.39)  0.226
H (6.25, 0.17, 5.02)  0.214
H (5.67, 0.99, 3.50)  0.244
H (-3.03, -1.03, -2.29)  0.189
H (-2.08, 0.52, -5.84)  0.227
H (-3.96, 1.07, 0.44)  0.197
H (0.36, -1.97, -4.50)  0.229
H (2.17, -1.70, -4.62)  0.246
H (5.88, 1.93, 4.99)  0.209
H (-1.32, -3.07, 2.05)  0.191
H (2.68, 0.42, -1.54)  0.243
H (-0.35, -2.17, 0.92)  0.226
H (-3.32, -1.54, 0.75)  0.207
H (3.49, 2.43, 4.38)  0.181
H (-3.48, -2.17, 2.40)  0.196
H (-4.03, 3.58, 0.34)  0.216
H (-0.45, -0.03, -5.40)  0.228
H (4.96, -1.15, 5.77)  0.206
H (1.48, -3.00, -0.53)  0.256

---

C21H36Cl3N2O4PbSi as an isolated structure. Source: the Open Molecules 2025 dataset; level of theory: ωB97M-V/def2-TZVPD.

Output
HOMO energy	-4.814	eV
charge	-1
relative energy (zero: lowest compared OMol25 entry of this formula, charge and spin)	0.0	kcal per mole
gap between HOMO and LUMO	7.4	eV

Last column: natural (NBO) charge in e.
Geometry (Å):
Pb (0.26, -0.87, 0.14)  1.308
Cl (2.62, 0.16, 0.17)  -0.749
Cl (0.66, -6.67, -2.86)  -0.411
Cl (0.40, -2.99, -1.38)  -0.762
Si (0.41, -7.18, -0.85)  1.600
O (-0.44, 1.90, 1.18)  -0.661
O (0.02, 0.15, 4.18)  -0.529
O (-2.49, -0.26, -0.26)  -0.673
O (0.06, 0.50, -1.85)  -0.976
N (-2.84, 0.14, -2.50)  -0.406
N (0.11, 4.12, 1.13)  -0.431
C (1.05, 0.57, -3.98)  0.049
C (-2.42, -1.17, -2.96)  -0.418
C (1.56, -5.94, -0.04)  -1.153
C (0.39, 2.81, 0.96)  0.536
C (1.04, 1.13, -2.55)  0.093
C (-3.21, 1.10, -3.53)  -0.402
C (1.55, -0.83, -4.08)  -0.678
C (-0.17, 4.78, -2.38)  -0.249
C (-1.43, -6.99, -0.53)  -1.129
C (0.13, -0.14, 3.08)  0.580
C (1.03, 5.48, -2.51)  -0.256
C (2.24, 4.77, -2.60)  -0.229
C (1.14, 5.14, 1.05)  -0.401
C (0.92, -8.95, -0.39)  -1.120
C (1.02, 2.66, -2.46)  -0.031
C (-1.20, 4.56, 1.59)  -0.420
C (0.40, 0.82, -6.41)  -0.636
C (-2.85, 0.49, -1.20)  0.565
C (0.58, 1.31, -5.01)  -0.256
C (-0.18, 3.37, -2.36)  -0.164
C (2.21, 3.37, -2.56)  -0.212
H (1.03, 1.36, -7.12)  0.197
H (-1.11, 5.07, 2.56)  0.183
H (2.60, -6.15, -0.36)  0.237
H (0.27, -9.68, -0.89)  0.231
H (1.49, -5.97, 1.06)  0.224
H (1.30, -4.93, -0.39)  0.301
H (-1.77, -6.01, -0.90)  0.263
H (1.09, -1.43, -3.27)  0.271
H (1.30, -1.30, -5.04)  0.192
H (1.99, 0.80, -2.09)  0.172
H (-0.64, 0.98, -6.74)  0.195
H (2.64, -0.88, -3.93)  0.215
H (-2.35, 1.38, -4.15)  0.213
H (2.07, 4.70, 0.68)  0.226
H (0.61, -0.25, -6.52)  0.205
H (-2.12, -1.79, -2.11)  0.259
H (1.96, -9.14, -0.67)  0.238
H (-1.58, -1.05, -3.65)  0.222
H (-1.62, 5.29, 0.88)  0.191
H (-3.97, 0.68, -4.20)  0.185
H (1.41, 2.60, 0.59)  0.170
H (0.82, -9.10, 0.70)  0.235
H (-1.99, -7.78, -1.05)  0.232
H (0.85, 5.96, 0.38)  0.199
H (-1.12, 2.82, -2.26)  0.214
H (-3.25, -1.64, -3.51)  0.174
H (-3.20, 1.52, -1.02)  0.111
H (-1.65, -7.05, 0.55)  0.232
H (-1.86, 3.69, 1.67)  0.248
H (0.27, 2.34, -4.85)  0.193
H (-3.62, 2.00, -3.04)  0.197
H (-1.12, 5.33, -2.30)  0.197
H (1.04, 6.58, -2.53)  0.200
H (3.18, 5.30, -2.69)  0.202
H (1.34, 5.61, 2.03)  0.179
H (3.15, 2.80, -2.62)  0.218

---

A 6-piece molecular cluster, C21H36F9N3O9 overall. Source: the Open Molecules 2025 dataset; level of theory: ωB97M-V/def2-TZVPD.

Output
HOMO energy	-9.283	eV
SMILES	CCOC(=O)C(F)(F)F.CCOC(=O)C(F)(F)F.CCOC(=O)C(F)(F)F.CN(C)C=O.CN(C)C=O.CN(C)C=O
gap between HOMO and LUMO	9.8	eV

Last column: Mulliken charge in e.
Geometry (Å):
F (-0.19, -5.39, 3.71)  -0.247
F (5.98, 2.17, -4.40)  -0.249
F (5.17, 0.37, -3.80)  -0.248
F (0.38, -6.53, 1.98)  -0.254
F (0.72, -4.30, 1.93)  -0.158
F (3.88, 1.62, -5.09)  -0.226
F (2.62, -0.66, 0.91)  -0.230
F (1.67, 1.23, 0.46)  -0.285
F (1.88, 0.67, 2.48)  -0.233
O (-1.63, 3.98, 6.24)  -0.600
O (3.06, 2.86, -2.75)  -0.247
O (4.99, 2.16, -1.78)  -0.560
O (-0.06, -1.23, 0.26)  -0.442
O (-1.39, -4.94, 0.26)  -0.281
O (-2.53, -5.12, 2.26)  -0.551
O (-0.60, 0.22, 1.99)  -0.098
O (0.64, 0.30, -3.69)  -0.655
O (-3.41, 0.90, -0.70)  -0.630
N (0.00, 2.41, 5.81)  0.181
N (-2.70, 2.23, -2.34)  0.083
N (1.50, -1.83, -3.35)  0.229
C (4.82, 1.60, -4.10)  0.893
C (1.32, 1.88, 6.27)  -0.891
C (-0.07, -5.31, 2.35)  0.811
C (0.62, -0.81, -3.13)  0.322
C (-0.45, 3.58, 6.35)  0.118
C (1.67, 0.23, 1.25)  0.844
C (-2.01, -1.46, 3.13)  -0.876
C (0.25, -0.36, 1.08)  0.124
C (-2.86, -3.34, -0.85)  -0.371
C (1.39, -3.11, -2.66)  -0.825
C (-0.70, 1.72, 4.76)  -0.731
C (2.60, -1.72, -4.33)  -0.985
C (2.47, 3.45, -1.55)  -0.250
C (4.26, 2.26, -2.78)  0.367
C (-1.95, -0.25, 2.11)  -0.006
C (-2.84, 3.54, -1.54)  -0.816
C (0.97, 3.55, -1.75)  -0.864
C (-1.45, -5.12, 1.64)  0.455
C (-2.57, -4.79, -0.54)  -0.491
C (-2.96, 1.01, -1.81)  0.189
C (-2.09, 2.42, -3.65)  -0.766
H (-1.26, 3.10, -3.47)  0.094
H (-1.78, -1.16, 4.15)  0.357
H (2.49, -0.76, -4.83)  0.276
H (-2.80, -2.69, 0.03)  -0.003
H (1.73, 2.46, 7.10)  0.337
H (-1.26, -2.22, 2.91)  -0.068
H (2.05, 1.80, 5.46)  0.268
H (-2.06, -3.10, -1.55)  0.035
H (-2.62, 3.10, -4.31)  0.400
H (-1.36, 2.38, 4.20)  0.362
H (2.51, -2.47, -5.12)  0.324
H (-3.84, -3.21, -1.32)  0.426
H (0.73, -3.13, -1.79)  0.130
H (1.16, 0.88, 6.67)  0.314
H (-3.14, 4.35, -2.21)  0.373
H (2.36, -3.44, -2.27)  0.351
H (-1.77, 1.59, -4.28)  0.320
H (-3.03, -1.85, 3.11)  0.443
H (-3.61, 3.50, -0.77)  0.319
H (2.71, 2.74, -0.76)  0.182
H (0.61, 4.24, -2.52)  0.554
H (1.03, -3.94, -3.26)  0.320
H (-2.41, -5.39, -1.44)  0.351
H (-1.91, 3.79, -1.04)  0.159
H (-0.03, 1.30, 4.01)  0.123
H (0.28, 4.13, 6.96)  0.291
H (0.39, 3.68, -0.84)  0.232
H (3.57, -1.82, -3.85)  0.317
H (-2.64, 0.17, -2.44)  0.317
H (2.83, 4.46, -1.33)  0.323
H (-3.46, -5.15, -0.02)  0.337
H (-1.35, 0.97, 5.19)  0.224
H (-2.59, 0.53, 2.54)  0.360
H (0.66, 2.64, -2.25)  0.092
H (-2.43, -0.41, 1.14)  0.003
H (-0.16, -1.17, -2.44)  0.206